Below is the ion C2H6BrClP with charge +1 in a non-equilibrium geometry, with properties calculated with ωB97M-V/def2-TZVPD.

Values from the calculation:
Charge: +1
Lowest unoccupied orbital energy (hartree): -0.216
ΔE to the lowest compared entry with this formula, charge and spin (kcal per mole): 37.78
Kohn-Sham gap (eV): 8.683
HOMO (eV): -14.57

Last column: natural (NBO) charge in e.
Positions of all 11 atoms, in Å:
C  -1.912  -1.444  -0.403  -1.08
C  2.126  1.459  0.596  -0.57
P  -1.675  0.083  0.541  1.00
Cl  -2.587  1.481  -0.509  -0.16
Br  0.779  0.227  -0.329  0.14
H  -2.959  -1.862  -0.182  0.31
H  -1.288  -2.246  0.027  0.28
H  -1.574  -1.158  -1.498  0.28
H  1.675  2.415  0.904  0.26
H  2.704  0.764  1.211  0.26
H  2.833  1.881  -0.204  0.26

***

Below is a cluster of 5 separate species, C25H58BClFN4O13PS2 in total in a non-equilibrium geometry, with properties calculated with ωB97M-V/def2-TZVPD.

Values from the calculation:
Lowest unoccupied orbital energy (hartree): -0.005
Kohn-Sham gap (eV): 8.627
HOMO (eV): -8.78

Last column: Mulliken charge in e.
Positions of all 106 atoms, in Å:
C  -3.415  2.437  4.347  -1.32
C  -3.640  2.615  2.843  -0.25
O  -2.483  2.152  2.176  0.06
C  -2.299  2.592  0.867  -0.43
O  -1.240  1.960  0.190  -0.40
C  -0.995  0.539  0.383  0.80
N  -2.230  -0.156  0.482  0.24
C  -2.680  -1.279  0.115  0.67
C  -3.991  -1.350  -0.647  -1.30
C  -2.132  -2.620  0.546  -1.02
C  -0.148  0.445  1.716  1.50
C  -0.791  -0.472  2.762  -2.05
C  1.368  0.192  1.702  -1.05
C  1.833  -1.273  1.806  -1.45
C  -0.276  0.199  -0.973  -0.55
F  0.707  1.174  -1.058  -0.49
C  -1.154  0.482  -2.185  0.31
C  -0.345  0.790  -3.456  -0.72
C  -1.264  0.842  -4.680  -1.04
C  -2.306  1.948  -4.514  -0.37
S  -3.111  2.309  -6.048  1.08
O  -3.467  1.081  -6.678  -0.54
O  -2.366  3.291  -6.765  -0.55
Cl  -4.812  3.226  -5.387  -0.22
N  0.433  -1.117  -0.976  1.20
S  -0.038  -2.308  -2.203  -0.20
N  1.826  -0.898  -1.237  -0.72
C  2.545  -1.887  -1.288  0.71
O  3.243  -2.811  -1.259  -0.48
B  -3.606  2.667  -0.077  1.55
O  -4.707  1.879  0.079  -0.65
O  -3.591  3.552  -1.156  -0.68
P  -1.579  4.359  1.065  0.61
N  -0.765  4.463  2.380  -0.50
O  -2.802  5.399  1.020  -0.59
O  -0.704  4.700  -0.238  -0.58
H  -3.850  3.254  4.915  0.36
H  -2.340  2.417  4.515  0.26
H  -3.810  1.475  4.666  0.32
H  -4.517  2.039  2.546  0.25
H  -3.859  3.668  2.644  0.32
H  -4.069  -0.459  -1.262  0.10
H  -4.855  -1.404  0.014  0.27
H  -3.978  -2.206  -1.319  0.49
H  -2.414  -2.745  1.589  -0.22
H  -1.063  -2.746  0.410  0.21
H  -2.627  -3.432  0.015  0.48
H  -0.253  1.428  2.167  -0.01
H  -1.808  -0.163  2.988  0.23
H  -0.717  -1.530  2.520  0.30
H  -0.221  -0.330  3.683  0.59
H  1.901  0.684  0.893  0.38
H  1.753  0.662  2.609  0.58
H  1.790  -1.599  2.844  0.36
H  1.224  -1.963  1.225  0.33
H  2.870  -1.369  1.488  0.32
H  -1.855  -0.319  -2.416  0.53
H  -1.760  1.359  -1.982  -0.91
H  0.444  0.061  -3.613  0.32
H  0.085  1.784  -3.337  0.37
H  -1.752  -0.120  -4.816  0.36
H  -0.654  1.089  -5.549  0.58
H  -1.908  2.855  -4.064  0.36
H  -3.094  1.594  -3.847  0.37
H  -1.367  -2.305  -2.058  0.05
H  -5.017  1.512  -0.755  0.29
H  -2.780  3.410  -1.660  0.16
H  0.199  4.717  2.193  0.20
H  -2.912  5.771  1.906  0.37
H  -1.247  4.841  -1.024  0.39
C  4.881  -4.358  -4.833  -1.07
C  6.143  -3.985  -4.078  0.03
O  6.081  -2.657  -3.566  -0.53
H  4.715  -3.664  -5.657  0.29
H  4.947  -5.371  -5.234  0.33
H  4.010  -4.304  -4.175  0.28
H  7.008  -4.023  -4.739  0.19
H  6.315  -4.682  -3.251  0.20
H  5.329  -2.613  -2.968  0.27
C  0.769  7.056  5.589  -1.10
C  0.279  5.644  5.320  0.14
O  -0.472  5.138  6.427  -0.55
H  1.384  7.084  6.489  0.29
H  1.358  7.434  4.751  0.33
H  -0.075  7.733  5.747  0.31
H  1.121  4.966  5.180  0.28
H  -0.336  5.611  4.419  0.03
H  -1.228  5.718  6.554  0.30
C  9.927  -4.638  -3.086  -0.91
C  10.422  -5.923  -3.722  -0.23
O  9.448  -6.499  -4.589  -0.51
H  9.011  -4.822  -2.523  0.19
H  10.675  -4.219  -2.411  0.37
H  9.697  -3.893  -3.851  0.28
H  10.634  -6.673  -2.961  0.28
H  11.344  -5.739  -4.284  0.25
H  9.256  -5.859  -5.281  0.29
C  -4.238  -3.420  5.136  -1.18
C  -4.320  -3.619  3.635  0.14
O  -3.244  -4.416  3.142  -0.53
H  -3.291  -2.950  5.405  0.29
H  -5.055  -2.792  5.494  0.33
H  -4.289  -4.380  5.656  0.35
H  -4.251  -2.660  3.120  0.07
H  -5.273  -4.085  3.364  0.28
H  -3.291  -5.274  3.573  0.30

***

Below is the molecule C3H5NO2, with properties calculated with ωB97M-V/def2-TZVPD.

Values from the calculation:
Lowest unoccupied orbital energy (hartree): 0.031
ΔE to the lowest compared entry with this formula, charge and spin (kcal per mole): 39.10
Kohn-Sham gap (eV): 10.781
HOMO (eV): -9.93

Last column: natural (NBO) charge in e.
Positions of all 11 atoms, in Å:
N  -1.207  -0.441  -1.049  -0.71
C  -0.136  -1.085  -0.879  0.40
O  0.994  -0.514  -0.415  -0.49
C  0.810  0.805  0.105  -0.19
C  -0.021  0.693  1.373  0.42
O  -0.931  1.420  1.676  -0.49
H  -1.948  -1.049  -1.389  0.36
H  0.033  -2.152  -1.053  0.16
H  0.332  1.473  -0.616  0.22
H  1.810  1.165  0.368  0.21
H  0.304  -0.146  2.029  0.11

***

Below is the molecule C3H6N2O in a non-equilibrium geometry, with properties calculated with ωB97M-V/def2-TZVPD.

Values from the calculation:
Lowest unoccupied orbital energy (hartree): 0.032
ΔE to the lowest compared entry with this formula, charge and spin (kcal per mole): 32.10
Kohn-Sham gap (eV): 10.640
HOMO (eV): -9.76

Last column: natural (NBO) charge in e.
Positions of all 12 atoms, in Å:
C  1.366  1.470  -0.171  -0.47
N  1.052  0.388  -1.059  -0.44
C  0.029  -0.318  -0.835  0.25
N  -0.785  -0.286  0.303  -0.65
C  -1.822  -1.129  0.655  0.54
O  -2.479  -0.974  1.658  -0.56
H  2.093  2.094  -0.688  0.21
H  0.464  2.073  0.016  0.18
H  1.785  1.150  0.789  0.20
H  -0.238  -0.787  -1.762  0.20
H  -0.556  0.403  1.011  0.41
H  -1.977  -1.962  -0.051  0.12

***

Below is a structure of composition C33H31ClMoN3O7S in a non-equilibrium geometry, with properties calculated with ωB97M-V/def2-TZVPD.

Values from the calculation:
<S²>: 2.020
Charge: +1
Lowest unoccupied orbital energy (spin up / spin down) (hartree): -0.141 / -0.143
ΔE to the lowest compared entry with this formula, charge and spin (kcal per mole): 16.28
Kohn-Sham gap (spin up / spin down) (eV): 6.644 / 6.595
Multiplicity: 3
HOMO (spin up / spin down) (eV): -10.48 / -10.48

Last column: Löwdin spin population.
Positions of all 77 atoms, in Å:
Mo  0.041  -0.178  0.093  1.65
O  3.300  -1.682  4.094  0.00
C  3.991  -1.910  2.971  0.00
C  5.205  -2.590  3.069  0.00
C  5.954  -2.851  1.942  0.00
C  5.520  -2.440  0.680  0.00
C  4.324  -1.774  0.565  0.00
C  3.544  -1.502  1.702  0.00
C  2.278  -0.815  1.520  0.00
O  1.905  -0.448  0.302  0.03
N  1.497  -0.513  2.526  0.00
N  0.389  0.158  2.052  -0.01
C  -0.130  1.059  2.829  0.05
C  -0.994  2.083  2.337  0.00
C  -1.658  2.927  3.249  0.01
C  -2.422  3.983  2.821  -0.01
C  -2.536  4.243  1.451  0.01
C  -1.877  3.456  0.533  -0.01
C  -1.084  2.381  0.950  0.02
O  -0.422  1.678  0.037  0.04
H  2.480  -1.198  3.888  0.00
H  5.544  -2.892  4.051  0.00
H  6.887  -3.389  2.038  0.00
H  6.121  -2.638  -0.197  0.00
H  3.952  -1.444  -0.394  0.00
H  0.197  1.076  3.864  0.00
H  -1.547  2.722  4.307  0.00
H  -2.927  4.617  3.536  0.00
H  -3.125  5.084  1.109  0.00
H  -1.937  3.654  -0.530  0.00
C  -5.611  -2.464  -2.594  0.00
C  -4.309  -1.727  -2.734  0.00
C  -3.087  -2.370  -2.548  0.00
C  -1.892  -1.678  -2.662  0.00
C  -1.926  -0.320  -2.943  0.00
C  -3.127  0.345  -3.141  0.00
C  -4.311  -0.368  -3.050  0.00
S  -0.389  0.603  -2.996  0.01
C  0.120  0.069  -4.644  0.00
O  0.519  -0.189  -2.059  0.05
H  -5.481  -3.532  -2.756  0.00
H  -6.350  -2.086  -3.300  0.00
H  -6.025  -2.326  -1.592  0.00
H  -3.063  -3.430  -2.327  0.00
H  -0.949  -2.199  -2.545  0.00
H  -3.130  1.404  -3.372  0.00
H  -5.253  0.136  -3.235  0.00
H  0.029  -1.012  -4.722  0.00
H  1.152  0.386  -4.783  0.00
H  -0.522  0.567  -5.371  0.00
C  -4.486  -0.013  0.724  0.01
C  -3.095  -0.160  0.385  0.06
N  -1.982  -0.266  0.146  0.01
H  -5.033  0.430  -0.107  0.00
H  -4.580  0.626  1.603  0.00
H  -4.903  -0.993  0.959  0.00
C  -2.930  -5.832  -2.324  0.00
C  -1.535  -5.320  -2.560  0.00
C  -0.983  -5.336  -3.832  0.00
C  0.319  -4.908  -4.047  0.00
Cl  0.961  -4.888  -5.659  0.00
C  1.101  -4.500  -2.986  0.00
C  0.564  -4.474  -1.706  0.00
C  -0.754  -4.853  -1.493  0.00
O  -1.399  -4.816  -0.283  0.00
C  -0.738  -4.386  0.891  0.00
C  -0.729  -2.862  1.041  0.01
O  -1.286  -2.337  1.993  0.01
O  -0.130  -2.199  0.082  0.03
H  -3.525  -5.754  -3.234  0.00
H  -3.418  -5.290  -1.516  0.00
H  -2.887  -6.885  -2.038  0.00
H  -1.578  -5.692  -4.664  0.00
H  2.128  -4.202  -3.149  0.00
H  1.191  -4.143  -0.895  0.00
H  0.282  -4.779  0.952  0.00
H  -1.324  -4.768  1.722  0.00

***

Below is a cluster of 2 separate species, C4H11NO in total in a non-equilibrium geometry, with properties calculated with ωB97M-V/def2-TZVPD.

Values from the calculation:
<S²>: 0.759
Charge: +1
Lowest unoccupied orbital energy (spin up / spin down) (hartree): -0.125 / -0.254
ΔE to the lowest compared entry with this formula, charge and spin (kcal per mole): 10.90
Kohn-Sham gap (spin up / spin down) (eV): 11.020 / 7.608
Multiplicity: 2
HOMO (spin up / spin down) (eV): -14.41 / -14.52

Last column: Löwdin spin population.
Positions of all 17 atoms, in Å:
C  -0.942  -1.321  2.445  0.02
C  -1.075  -0.755  1.005  0.07
C  0.262  -0.393  0.535  0.41
C  0.806  -0.493  -0.739  0.18
N  2.055  -0.307  -1.132  0.27
H  -1.796  -1.980  2.598  0.00
H  -0.923  -0.474  3.130  0.00
H  -0.037  -1.899  2.604  0.00
H  -1.559  -1.505  0.370  0.00
H  -1.731  0.126  0.960  0.03
H  0.867  0.122  1.288  0.01
H  0.201  -0.748  -1.606  0.00
H  2.253  -0.300  -2.127  0.00
H  2.819  -0.081  -0.509  0.00
H  -0.988  3.821  -3.043  0.00
H  0.264  3.039  -3.188  0.00
O  -0.475  3.148  -2.591  0.00

***

Number 1: total energy -3455.0558 hartree. Number 2: total energy -3907.0781 hartree. Number 3: total energy -322.5120 hartree. Number 4: total energy -302.6419 hartree. Number 5: total energy -2893.5125 hartree. Number 6: total energy -288.6979 hartree.